Entry 1:
The following is a quantum chemistry calculation of a molecular structure, C21H36N7O7PS2TeTi in a non-equilibrium geometry, from OMol25.

ORCA input file:
```
! wB97M-V def2-TZVPD RIJCOSX def2/J DEFGRID3
* xyz -1 2
Te -3.39581 -2.53658 -0.51534
Ti -0.33293 1.70337 0.32955
S -1.40301 4.06977 0.76034
S 0.55283 1.30496 2.65405
P -2.88283 -0.37190 0.37602
O 0.04205 3.67903 0.38591
O -1.86956 0.47498 -0.36824
O -2.14402 4.32759 -0.46192
O -2.29439 -0.47040 1.85934
O -1.81934 2.70784 1.32403
O -1.44597 5.10819 1.75016
O -4.26631 0.40868 0.49932
N 0.55296 -1.26546 -0.24671
N -0.01049 1.94197 -1.81211
N 1.81309 1.41786 0.04688
N 3.04266 0.64919 3.20619
N 0.52498 -3.22976 -1.58995
N 2.72410 1.09814 1.01013
N -0.01550 -1.10779 -2.45067
C 2.18540 1.00740 2.21045
C 5.39000 1.30849 2.76997
C 4.39090 0.17664 2.95971
C 3.73448 1.73088 -1.46798
C 2.28266 1.68971 -1.11852
C 1.64236 2.32439 -3.47826
C 0.63717 2.62168 -4.38711
C 0.70337 -4.06861 -0.41946
C 0.32505 -1.87846 -1.35001
C 1.61238 -3.35695 0.56379
C -1.92839 -1.44556 3.99431
C -0.68750 2.59685 -3.98477
C -0.97357 2.24867 -2.67276
C -4.52616 1.51364 1.39332
C -2.94308 -1.18961 2.90633
C -5.92308 1.34697 1.94296
C 0.98400 -2.01685 0.91431
C -0.75200 -1.67421 -3.56806
C -0.12541 -3.88696 -2.70956
C 1.28229 1.99434 -2.17623
C -0.11917 -2.99975 -3.93967
H -0.26814 -4.28921 0.04652
H -4.41844 2.42986 0.81303
H 2.58844 -3.20327 0.09472
H 4.38902 -0.47207 2.07981
H 4.67662 -0.43192 3.82057
H -1.44034 -0.51898 4.29501
H 4.01933 0.83462 -2.02579
H -3.77730 -0.58531 3.27689
H -3.76693 1.54330 2.17295
H -1.15973 -2.13710 3.64999
H 2.67742 2.34490 -3.77891
H 5.06583 1.96178 1.96178
H -1.49403 2.83981 -4.66113
H 1.13699 -5.01578 -0.75317
H 1.76231 -3.96342 1.46017
H 6.37540 0.90906 2.52074
H 0.42121 -4.81596 -2.90045
H -2.42500 -1.88364 4.86231
H -6.66090 1.36100 1.14058
H 1.68523 -1.40276 1.48345
H -1.98024 2.20789 -2.27667
H 3.95574 2.59888 -2.08750
H -0.68334 -3.48117 -4.74051
H -0.70579 -0.96218 -4.39524
H -1.15954 -4.15424 -2.45086
H 0.11619 -2.17656 1.56703
H -3.34473 -2.12261 2.49687
H 0.89592 2.87944 -5.40606
H -6.14619 2.16311 2.63227
H -1.80602 -1.83459 -3.31240
H 0.90655 -2.84500 -4.28366
H 5.47900 1.90526 3.67823
H -6.02285 0.40132 2.47769
H 4.33251 1.77112 -0.56193
H -0.39180 -0.23151 -2.11677
H 2.60338 0.42355 4.08066
*
```

Frontier orbital gap (spin up / spin down) in eV: 6.564 / 6.561
Largest force on an atom in eV/A: 1.17
Calculated total energy in a.u.: -3987.3897
LUMO (spin up / spin down) in eV: 2.02 / 2.01
<S²>: 0.752

***

Entry 2:
The following is a quantum chemistry calculation of a molecular structure, C3H3ErO in a non-equilibrium geometry, from OMol25.

ORCA input file:
```
! wB97M-V def2-TZVPD RIJCOSX def2/J DEFGRID3
* xyz 2 4
Er 1.35765 -1.62656 3.02137
O 0.77054 0.19683 1.70973
C -1.29793 0.03163 -1.25518
C 0.87991 -0.67172 0.78689
C -0.78551 1.13882 -1.22259
H -1.89809 -0.84255 -1.44879
H 1.42002 -0.36234 -0.13847
H -0.44660 2.13590 -1.45296
*
```

Frontier orbital gap (spin up / spin down) in eV: 4.832 / 4.945
Largest force on an atom in eV/A: 3.92
Calculated total energy in a.u.: -1205.4877
LUMO (spin up / spin down) in eV: -11.90 / -11.79
<S²>: 3.764

***

Entry 3:
The following is a quantum chemistry calculation of a molecular structure, C26H22BClF6GaN2O3Sb, from OMol25.

ORCA input file:
```
! wB97M-V def2-TZVPD RIJCOSX def2/J DEFGRID3
* xyz 1 2
Sb 4.44764 -3.32149 -0.36562
Ga 1.68530 -1.52331 -0.07112
Cl -3.07212 -5.67780 -3.64747
F 3.80221 -3.83071 -2.04159
F 3.61703 -1.50082 -0.61824
F 6.00577 -2.64272 -1.10943
F 4.87342 -5.06584 0.11326
F 4.90836 -2.67648 1.33888
F 2.63031 -3.54435 0.31202
O 1.32690 -2.53300 -1.71995
O 0.47972 1.08564 -1.52028
O 0.23966 0.84062 0.73992
N 2.18073 -1.30837 1.90827
N 0.14851 -2.66499 0.85073
C -1.77121 6.56821 -1.10029
C -2.08806 5.28078 -3.20098
C -3.83761 5.18849 -1.43976
C 0.19336 -3.47009 -3.51238
C -0.64827 -3.46234 0.24557
C -0.44959 1.96840 0.33060
C 1.40052 -1.62268 4.16381
C -0.79720 -2.99919 3.12415
C 3.21340 -0.62822 2.35313
C -1.77695 3.90872 0.37202
C -0.88178 3.15170 -1.73276
C 0.32660 -3.18336 -2.10657
C -1.79438 -4.72587 -3.06517
C -1.64133 4.07505 -1.01309
C 0.41275 -2.14782 5.02615
C -1.18953 2.86235 1.07125
C -1.70501 -4.45963 -1.69309
C -0.30562 2.11584 -1.03131
C 1.26555 -1.80908 2.77866
C -0.83897 -4.21880 -3.97625
C -0.68321 -3.68819 -1.18906
C -2.32477 5.26323 -1.69061
C 2.53016 -0.90280 4.61969
C 3.43018 -0.40701 3.72191
C -0.66461 -2.81440 4.51091
C 0.15504 -2.52244 2.25799
B 0.79912 0.31397 -0.42898
H 0.51733 -2.00687 6.09377
H -4.33973 6.01402 -1.94619
H -2.25194 7.42497 -1.57446
H -2.59828 6.14109 -3.63466
H -1.02771 5.36964 -3.44275
H -1.94932 6.63361 -0.02690
H 4.30063 0.14806 4.03801
H -1.37059 -4.04346 0.81717
H -4.07644 5.25294 -0.37817
H -2.48479 4.38485 -3.68199
H -1.42707 -3.20624 5.16892
H -0.73418 3.22982 -2.79899
H -1.30269 2.75962 2.14155
H -2.45501 -4.86768 -1.02793
H -0.69599 6.64106 -1.27062
H 2.66407 -0.75133 5.68316
H -0.94324 -4.43917 -5.02916
H -4.24685 4.25287 -1.82472
H 0.95467 -3.07300 -4.16910
H -1.67518 -3.51173 2.75531
H 3.90240 -0.24927 1.60969
H -2.36211 4.62499 0.93316
*
```

Frontier orbital gap (spin up / spin down) in eV: 6.462 / 4.396
Largest force on an atom in eV/A: 0.53
Calculated total energy in a.u.: -4588.5543
LUMO (spin up / spin down) in eV: -4.41 / -6.47
<S²>: 0.789

***

Entry 4:
The following is a quantum chemistry calculation of a molecular structure, C33H37FeN6O2 in a non-equilibrium geometry, from OMol25.

ORCA input file:
```
! wB97M-V def2-TZVPD RIJCOSX def2/J DEFGRID3
* xyz -1 5
Fe 11.63918 11.32104 8.34109
O 15.37184 10.87552 10.09270
O 8.37860 10.04342 10.67069
N 9.59908 10.70795 8.84689
N 11.84551 10.90506 10.17227
N 11.29110 13.10114 7.75861
N 11.75921 15.31511 8.61540
N 13.69831 11.08354 8.36945
N 13.32254 16.86341 7.49493
C 7.08454 9.44355 5.63944
C 14.03733 13.90510 5.56824
C 16.69658 10.39319 5.44933
C 7.18917 12.34582 8.10910
C 14.71183 13.38447 6.85137
C 11.53652 14.18418 8.12517
C 14.19994 10.95958 9.66471
C 9.75453 7.83736 7.84632
C 14.26680 7.39290 7.89546
C 13.81032 8.47194 6.95448
C 16.36106 11.68445 5.81945
C 10.94788 9.96655 12.21087
C 8.68194 10.27574 7.87159
C 8.85805 8.95744 7.24275
C 9.45897 10.38912 10.19485
C 15.78941 14.29015 7.36027
C 8.03191 8.58663 6.16028
C 13.30831 10.32243 12.01758
C 13.08136 10.78750 10.67019
C 7.56810 11.07979 7.40386
C 10.75542 10.48309 10.93280
C 10.17148 6.77151 6.78966
C 6.16388 11.98994 9.23929
C 6.87940 10.67752 6.25087
C 14.80198 9.63006 6.77084
C 14.62577 10.87380 7.29385
C 6.51507 13.40170 7.18308
C 12.26201 9.88374 12.75851
C 13.44817 7.78950 5.63005
C 12.60766 16.11302 8.01594
C 15.92495 9.32889 5.95370
C 9.02962 7.08242 9.00842
C 15.30725 11.98490 6.68704
H 16.05707 13.82186 8.32068
H 6.09036 11.33741 5.94670
H 5.18562 11.70405 8.74578
H 15.25162 6.93129 7.64148
H 14.39528 7.68363 8.95396
H 9.65705 6.30557 9.47997
H 14.20839 7.07054 5.26032
H 5.52598 13.06120 6.81947
H 12.46806 7.31348 5.78284
H 8.14128 6.60509 8.58100
H 8.06811 12.81890 8.56136
H 13.35706 8.51750 4.82139
H 14.12702 14.99949 5.55220
H 10.21856 7.04591 5.74141
H 12.45597 9.43591 13.73335
H 15.55667 15.33001 7.58657
H 8.18526 7.60522 5.66983
H 16.73098 14.32001 6.74525
H 14.61090 13.48173 4.70692
H 9.45371 5.90008 6.80537
H 16.07748 8.27580 5.67252
H 16.75337 12.51383 5.27856
H 6.58308 11.08750 9.76931
H 11.14412 6.33044 6.99726
H 10.07295 9.60895 12.78999
H 6.29519 14.33101 7.74425
H 10.64559 8.30655 8.28854
H 13.54135 6.57482 7.91350
H 12.85909 8.89108 7.31795
H 8.79495 7.78942 9.80530
H 14.31470 10.13248 12.36502
H 5.96870 12.81911 9.91604
H 17.66250 10.22592 4.93995
H 6.54078 9.14654 4.72656
H 12.94960 13.57964 5.49569
H 7.15775 13.68714 6.33155
H 13.96711 13.42602 7.68259
*
```

Frontier orbital gap (spin up / spin down) in eV: 7.263 / 7.447
Largest force on an atom in eV/A: 4.49
Calculated total energy in a.u.: -3022.5183
LUMO (spin up / spin down) in eV: 2.01 / 1.69
<S²>: 6.014

***

Entry 5:
The following is a quantum chemistry calculation of C5H15N2OPS in the gas phase in a non-equilibrium geometry, from OMol25.

ORCA input file:
```
! wB97M-V def2-TZVPD RIJCOSX def2/J DEFGRID3
* xyz 0 3
S 2.04402 0.69871 -0.51402
P 0.23450 0.05386 0.53494
O 0.41965 -0.07237 2.04962
N -0.26736 -1.33488 -0.28904
N -0.94062 1.15846 0.14948
C -1.55248 -1.65945 -0.70508
C -1.37604 1.94304 1.26048
C 2.52073 1.84537 0.77518
C 0.79805 -2.32341 -0.51656
C -0.69639 1.92448 -1.02334
H -1.75592 -1.45248 -1.71340
H 3.67154 2.00913 0.73665
H 1.98466 1.54484 1.66768
H -1.53903 2.59902 -1.17299
H -1.70614 1.21603 1.91315
H -2.23691 2.53311 0.80414
H 0.67553 -3.26994 0.02459
H 0.24084 2.50972 -0.83066
H 1.80336 -2.01681 -0.41437
H -1.84072 -2.68600 -0.42019
H -0.64084 2.56195 1.78499
H -2.24280 -0.99336 -0.16343
H 0.61090 -2.63615 -1.55781
H 2.01715 2.73013 0.44522
H -0.53636 1.47900 -2.02657
*
```

Frontier orbital gap (spin up / spin down) in eV: 5.017 / 5.927
Largest force on an atom in eV/A: 4.90
Calculated total energy in a.u.: -1123.6297
LUMO (spin up / spin down) in eV: 0.72 / -2.89
<S²>: 2.005

***

Entry 6:
The following is a quantum chemistry calculation of a molecular structure, C5H10BCoF4Se2Te2 in a non-equilibrium geometry, from OMol25.

ORCA input file:
```
! wB97M-V def2-TZVPD RIJCOSX def2/J DEFGRID3
* xyz -2 1
Te 3.56750 0.33178 2.22475
Te 1.50774 -1.06386 3.66449
Se 2.87311 -0.39333 -0.02175
Se -0.44506 0.15051 2.73491
Co -0.03190 0.10138 0.44320
F -1.01512 -2.64972 0.81715
F -2.57941 1.43958 -0.13707
F -2.72984 -0.75731 -0.12908
F -0.27564 -2.08936 -1.20606
C 0.59248 4.36326 -0.90006
C -0.86561 3.73308 1.02652
C 0.47872 1.95515 -0.14366
C -0.29524 3.25961 -0.30892
C -0.08231 -1.83242 0.17294
B -1.87778 0.28186 0.02264
H 0.98071 4.06710 -1.87820
H -1.12671 3.10167 -1.00396
H 0.88201 -2.28856 0.41125
H 1.45074 4.54448 -0.24514
H -0.07010 3.77040 1.77741
H -1.62805 3.04608 1.38956
H 0.96908 1.70331 -1.09723
H 1.30503 2.13451 0.56316
H -1.30967 4.73372 0.94429
H 0.04573 5.30849 -1.01964
*
```

Frontier orbital gap (spin up / spin down) in eV: 5.104 / 5.089
Largest force on an atom in eV/A: 1.03
Calculated total energy in a.u.: -7342.6070
LUMO (spin up / spin down) in eV: 4.53 / 4.52

***

Q: Among the records above, which one has the highest largest force on an atom?
A: C5H15N2OPS